(1)
10
Properties=species:S:1:pos:R:3 method="wB97M-V/def2-TZVPD" e_above_lowest_kcal_mol=139.0 largest_force_ha_per_bohr=0.063 lumo_ha=0.1722 total_charge=-1 homo_lumo_gap_ev=7.919
C 1.8018 -0.5695 -0.1188
N -1.4932 -0.3574 -0.3588
N 1.7352 0.7362 0.0179
O 0.4862 1.3220 0.1308
O -2.3786 0.6372 0.1730
H -1.9274 1.3019 0.6572
H 0.9337 -1.2150 -0.1354
H 2.7160 -0.9311 -0.4959
H -1.3456 -1.1817 0.2498
H -0.5282 0.2574 -0.1198

---

(2)
10
Properties=species:S:1:pos:R:3 method="wB97M-V/def2-TZVPD" e_above_lowest_kcal_mol=0.3 largest_force_ha_per_bohr=0.033 lumo_ha="0.0239 / -0.1215" spin_multiplicity=2 s_squared=0.76 total_charge=0 homo_lumo_gap_ev="10.006 / 6.016"
N 1.2717 1.2855 -2.1771
H 1.7174 2.0678 -1.7123
H 0.4990 0.9114 -1.6425
H 0.9647 1.5718 -3.0968
N -0.6073 -0.7125 1.8930
C -0.3585 -0.4200 0.6017
O -0.9622 0.5806 0.1032
O 0.4191 -1.0763 -0.0934
H -1.1087 -0.0465 2.4581
H -0.4627 -1.6535 2.2268

---

(3)
10
Properties=species:S:1:pos:R:3 method="wB97M-V/def2-TZVPD" e_above_lowest_kcal_mol=35.9 largest_force_ha_per_bohr=0.082 lumo_ha=-0.1957 total_charge=+1 homo_lumo_gap_ev=10.325
C 0.8711 0.0570 -0.1924
N 1.1532 1.1728 0.0356
N 0.3305 -1.0760 -0.1549
O -1.3865 1.8513 0.9939
O 1.0300 -2.1764 -0.6830
H 1.4548 2.0936 -0.1695
H -2.3659 1.7848 0.9778
H -0.5904 -1.2242 0.2721
H 1.7686 -2.5136 -0.0923
H -1.2410 2.8026 1.2703

---

(4)
11
Properties=species:S:1:pos:R:3 method="wB97M-V/def2-TZVPD" largest_force_ha_per_bohr=0.126 lumo_ha="-0.2628 / -0.2621" spin_multiplicity=3 s_squared=2.01 total_charge=+1 homo_lumo_gap_ev="4.785 / 10.889"
C 0.5786 1.0591 1.2979
N -1.3945 -2.1844 -0.6341
N -0.2915 0.5545 -0.8729
O 0.8663 1.0481 -1.3374
O -0.4110 -2.7217 -0.9236
O -0.4852 0.6171 0.3354
H 1.3274 0.2581 1.3911
H 0.1710 1.2116 2.3095
H 1.0911 1.9265 0.8950
H -2.0575 -2.8909 -0.1793
H 0.6054 1.1222 -2.2816

---

(5)
10
Properties=species:S:1:pos:R:3 method="wB97M-V/def2-TZVPD" e_above_lowest_kcal_mol=0.0 largest_force_ha_per_bohr=0.025 lumo_ha=0.0252 total_charge=0 homo_lumo_gap_ev=10.503
N 1.5222 0.9508 -0.3530
P 2.9999 0.4193 0.2086
O 3.0138 -1.0302 0.0373
H 0.8054 0.3223 -0.6992
H 1.2673 1.9249 -0.3783
C -1.8257 -0.4807 0.6125
N -1.6580 -0.3254 -0.6173
H -2.6703 -0.9691 1.1119
H -1.0390 -0.1274 1.2760
H -2.4156 -0.6845 -1.1985

---

(6)
9
Properties=species:S:1:pos:R:3 method="wB97M-V/def2-TZVPD" e_above_lowest_kcal_mol=24.3 largest_force_ha_per_bohr=0.073 lumo_ha=-0.1718 total_charge=+1 homo_lumo_gap_ev=9.654
N 0.1119 -0.4563 1.5667
C 0.2163 -0.3537 0.2090
N -0.4924 0.4207 -0.5911
S -0.4457 0.4225 -2.3201
H 0.8880 -0.6116 2.2835
H -0.6469 0.1369 1.9735
H 1.0074 -0.9417 -0.1102
H -1.4592 0.8284 -0.5169
H 0.8206 0.5548 -2.4943

---

(7)
9
Properties=species:S:1:pos:R:3 method="wB97M-V/def2-TZVPD" e_above_lowest_kcal_mol=10.5 largest_force_ha_per_bohr=0.058 lumo_ha=-0.1495 total_charge=+1 homo_lumo_gap_ev=10.173
N -1.5718 0.2329 -0.0034
C -0.2994 0.5973 -0.0091
N 0.6120 -0.3382 -0.1099
S 2.3330 0.0767 -0.1244
H -2.4056 0.9339 0.0174
H -1.6582 -0.7833 -0.1139
H -0.0803 1.6463 0.1466
H 0.4096 -1.3421 -0.3811
H 2.6608 -1.0235 0.5779

---

(8)
9
Properties=species:S:1:pos:R:3 method="wB97M-V/def2-TZVPD" e_above_lowest_kcal_mol=104.1 largest_force_ha_per_bohr=0.090 lumo_ha=-0.0347 total_charge=0 homo_lumo_gap_ev=8.274
N 0.4669 0.9699 0.6381
C -0.1181 -0.1920 0.0804
N 0.1397 -0.5125 -1.2090
N -0.9688 -0.7721 0.8421
H 0.4987 1.7181 -0.0396
H -0.0413 1.2485 1.4625
H 0.1475 0.2391 -1.8995
H 1.2426 -1.1224 -0.2409
H -1.3672 -1.5767 0.3660

---

(9)
9
Properties=species:S:1:pos:R:3 method="wB97M-V/def2-TZVPD" e_above_lowest_kcal_mol=49.6 largest_force_ha_per_bohr=0.234 lumo_ha=0.0286 total_charge=0 homo_lumo_gap_ev=9.353
N -0.6228 -1.1755 0.0143
C -0.0212 -0.0943 -0.0687
N -0.6920 0.9601 0.0466
N 1.3165 -0.0101 -0.1012
H -1.6633 -1.2008 0.1179
H -1.5914 1.2511 -0.0771
H -0.2516 1.9731 -0.0516
H 1.7425 0.9362 0.3845
H 1.8794 -0.8164 0.3206

---

(10)
10
Properties=species:S:1:pos:R:3 method="wB97M-V/def2-TZVPD" e_above_lowest_kcal_mol=94.2 largest_force_ha_per_bohr=0.111 lumo_ha=-0.0182 total_charge=0 homo_lumo_gap_ev=8.443
C -0.0809 -0.4252 -0.2671
H -0.4742 -2.0478 -2.0470
H -0.9798 -0.0426 -2.1655
H 0.2015 -2.1637 0.5034
H -0.8045 1.6137 -0.2339
H 0.7385 0.4510 1.4782
N -0.8760 -0.7316 -1.3868
N 0.5228 -1.1176 0.6600
N 0.0341 0.9902 -0.0850
O 0.5047 1.3443 1.2187

---

(11)
10
Properties=species:S:1:pos:R:3 method="wB97M-V/def2-TZVPD" e_above_lowest_kcal_mol=77.3 largest_force_ha_per_bohr=0.120 lumo_ha=0.0280 total_charge=0 homo_lumo_gap_ev=10.589
H -1.2615 -1.6661 0.0883
N -1.6929 -0.5495 0.2613
C -0.6239 -0.0168 -0.0788
N -0.1800 1.2476 -0.1921
N 0.5011 -0.7718 -0.6230
O 1.6639 -0.2374 0.3226
H -0.8048 2.0515 0.1487
H 0.7144 1.6415 -0.5694
H 0.4777 -1.7488 -0.4149
H 1.2060 0.0499 1.0573

---

(12)
10
Properties=species:S:1:pos:R:3 method="wB97M-V/def2-TZVPD" e_above_lowest_kcal_mol=16.8 largest_force_ha_per_bohr=0.095 lumo_ha=0.0299 total_charge=0 homo_lumo_gap_ev=10.415
N -1.8242 0.2729 0.0391
N -0.5438 -0.2304 -0.0651
C 0.6027 0.5445 -0.0284
N 1.7302 -0.3007 -0.0337
O 0.5439 1.7747 -0.0288
H -2.2604 0.0715 0.8294
H -2.4847 0.2247 -0.7267
H -0.2607 -1.1857 -0.3712
H 1.8187 -1.3094 0.2603
H 2.6782 0.1379 0.1250